Formula: C17H41BCl2CsF4LiN7O7P
Source: OMol25
Level of theory: ωB97M-V/def2-TZVPD

Geometry as XYZ:
```
82
Properties=species:S:1:pos:R:3:forces:R:3:mulliken_charge:R:1
C -0.730 0.758 -0.585 -1.3 -0.2 2.9 -0.986
P -1.765 1.808 -1.855 4.3 -0.4 -3.5 -0.011
O -1.979 3.448 -1.233 -1.0 0.8 0.2 -0.526
N -3.317 0.940 -1.979 -4.1 0.3 2.4 -0.047
C -4.385 1.035 -1.121 -0.1 -2.6 -0.1 0.278
N -4.885 2.285 -0.433 1.1 -2.1 -0.2 -0.464
N -5.153 -0.265 -0.809 2.6 8.4 0.9 -0.685
H -1.024 1.049 0.521 0.8 -0.1 -1.4 0.199
H 0.434 0.826 -0.788 -2.7 0.1 0.3 0.328
H -1.091 -0.366 -0.758 1.0 2.7 0.7 0.395
H -2.119 4.024 -2.053 0.3 -1.6 1.4 0.379
H -3.426 0.257 -2.787 0.9 0.6 1.6 0.358
H -5.051 3.078 -1.091 0.6 -0.9 0.7 0.287
H -4.311 2.556 0.396 -0.3 0.0 -1.3 0.297
H -6.159 0.070 -0.751 1.2 -1.0 -0.5 0.416
H -5.129 -0.833 -1.690 -0.3 -0.9 0.4 0.207
Cl -0.659 -0.436 -2.792 -0.9 -0.7 -1.9 -0.594
Li -5.759 0.517 1.461 0.1 -0.2 -0.7 0.796
B 2.041 -0.567 -5.439 -0.1 -0.1 -0.5 0.619
F 2.550 -0.972 -4.138 -0.4 0.4 -1.1 -0.411
F 1.484 0.773 -5.345 0.6 -1.3 0.0 -0.411
F 3.126 -0.574 -6.407 -1.2 0.1 1.2 -0.391
F 1.005 -1.493 -5.865 1.2 1.0 0.5 -0.426
N 2.086 -5.244 -0.053 -0.5 0.4 -0.2 -0.526
C 3.183 -5.298 -0.839 -0.5 -0.4 0.7 -0.409
C 3.447 -4.395 -1.857 -0.3 0.6 -0.1 -0.572
C 2.529 -3.376 -2.086 0.2 -0.1 -0.1 -0.255
C 1.388 -3.295 -1.294 -0.3 0.0 0.3 -0.033
C 1.214 -4.242 -0.298 1.6 0.0 -0.3 -0.537
H 3.867 -6.114 -0.623 0.0 0.1 -0.2 0.505
H 4.346 -4.485 -2.456 0.3 -0.4 0.0 0.546
H 2.701 -2.650 -2.876 -0.1 0.0 0.0 0.785
H 0.654 -2.512 -1.448 0.0 0.1 -0.1 0.094
H 0.341 -4.220 0.349 3.1 1.8 -0.4 0.401
O 6.067 -5.834 -2.887 0.1 1.4 0.6 -0.964
H 5.816 -6.716 -3.093 -0.3 -1.3 -0.4 0.148
C 1.994 7.367 -0.829 0.4 -0.5 0.4 -1.043
C 1.343 6.058 -1.144 0.6 0.7 -4.8 0.549
O 1.190 5.585 -2.254 0.5 1.0 1.6 -0.431
N 0.734 5.283 -0.131 -1.2 -0.6 1.5 0.068
C 1.515 4.063 0.186 0.6 -0.8 0.6 -0.961
H 2.751 7.587 -1.587 -0.3 -0.1 0.0 0.332
H 1.238 8.155 -0.821 0.0 0.0 0.0 0.334
H 2.484 7.315 0.146 -0.1 0.2 0.0 0.370
H 0.554 5.847 0.702 -0.2 -0.2 0.1 0.400
H -0.132 4.956 -0.574 -0.6 -0.2 0.3 0.221
H 0.978 3.527 0.972 0.1 0.0 -0.2 0.411
H 2.503 4.367 0.540 -0.1 -0.1 -0.1 0.353
H 1.586 3.443 -0.712 0.0 0.2 0.1 0.383
Cl -6.659 -1.689 -2.003 -2.1 -1.9 -1.7 -0.740
C -7.164 -1.738 -6.690 -0.5 0.1 -0.5 0.602
O -7.883 -1.592 -7.666 -0.1 0.0 -0.2 -0.667
N -6.017 -2.441 -6.731 1.1 -0.9 -0.5 -0.355
N -7.452 -1.207 -5.488 -0.6 0.8 0.9 -0.257
H -5.412 -2.571 -5.938 -0.1 0.0 -0.1 0.170
H -5.763 -2.857 -7.617 -0.1 0.2 0.4 0.208
H -8.306 -0.670 -5.414 0.4 -0.3 0.0 0.170
H -6.872 -1.316 -4.673 -0.2 -0.1 0.1 0.133
Cs -1.306 -5.226 0.465 -3.3 -2.2 0.2 0.967
C 3.052 -2.719 3.488 0.3 0.2 0.0 -0.796
O 3.052 -1.398 3.999 -0.6 0.0 0.0 -0.293
C 2.147 -0.530 3.319 0.3 0.0 0.6 -0.494
C 1.518 0.469 4.295 -0.1 -0.2 -0.1 -0.183
O 0.535 -0.099 5.171 0.4 0.0 0.0 -0.493
C 1.014 -1.015 6.165 -0.1 0.2 0.3 -0.269
C 1.857 -0.365 7.269 0.3 -0.2 -0.6 -0.560
O 3.147 -0.006 6.772 -0.4 0.5 0.0 -0.272
C 3.632 1.211 7.315 0.2 -0.4 -0.1 -0.809
H 3.553 -2.746 2.517 -0.1 -0.2 -0.1 0.367
H 3.597 -3.357 4.188 0.0 0.2 -0.1 0.285
H 2.032 -3.106 3.399 -0.1 0.0 -0.1 0.288
H 1.350 -1.101 2.822 0.1 0.0 0.1 0.293
H 2.720 0.012 2.560 -0.2 0.1 -0.2 0.395
H 0.981 1.219 3.703 -0.1 -0.2 0.0 0.267
H 2.273 1.016 4.861 0.2 -0.2 0.0 0.120
H 1.529 -1.857 5.702 0.2 0.2 0.0 0.070
H 0.115 -1.429 6.636 0.0 0.2 0.0 0.415
H 2.008 -1.079 8.085 -0.2 0.0 0.1 0.411
H 1.325 0.512 7.660 0.1 0.0 -0.1 0.339
H 2.881 2.004 7.248 -0.1 0.0 0.1 0.360
H 4.504 1.520 6.732 -0.1 -0.2 0.1 0.232
H 3.936 1.062 8.357 0.0 0.2 0.0 0.324
```
Positions in Å, forces in eV/Å.

Results
* HOMO energy: -4.3 eV
* E: -3295.77121 hartree

Formula: C17H41N3O5V
Source: OMol25
Level of theory: ωB97M-V/def2-TZVPD

Geometry as XYZ:
```
67
Properties=species:S:1:pos:R:3:forces:R:3:mulliken_charge:R:1
O 15.989 -27.890 -5.721 -0.4 1.6 -0.4 -0.468
V 15.616 -26.376 -5.830 0.0 -0.5 -1.0 1.824
O 15.493 -26.008 -7.355 0.3 -0.7 2.0 -0.494
C 15.738 -32.520 -9.922 0.7 2.3 1.8 -1.878
C 15.791 -33.249 -11.191 -2.2 -1.9 -0.3 1.620
C 14.424 -34.077 -11.248 0.6 1.1 -1.0 -1.126
C 13.256 -33.164 -11.654 -0.4 0.0 1.3 -0.585
C 13.460 -32.486 -12.968 1.8 0.4 0.6 -1.022
C 14.759 -31.557 -12.933 -2.0 -0.5 1.3 1.227
N 15.899 -32.415 -12.409 -1.7 0.4 -1.7 0.281
O 17.075 -31.641 -12.579 0.3 -0.3 0.9 -0.476
C 14.950 -31.166 -14.398 1.0 0.0 0.7 -1.888
C 14.431 -30.258 -12.044 1.2 -1.2 -0.2 -1.563
C 16.870 -34.324 -11.136 1.0 1.2 -0.5 -1.854
H 16.051 -33.068 -9.033 0.1 -0.3 -0.2 0.425
H 14.778 -32.079 -9.656 -0.2 -0.2 -0.3 0.303
H 16.397 -31.655 -10.006 0.3 0.1 0.2 0.374
H 14.665 -34.879 -11.945 -0.7 -0.1 -0.3 0.390
H 14.249 -34.543 -10.278 0.1 0.1 0.1 0.388
H 13.135 -32.378 -10.909 0.3 0.1 0.4 0.282
H 12.264 -33.608 -11.574 0.1 -0.7 -0.4 0.376
H 12.625 -31.819 -13.183 -0.1 -0.4 -0.5 0.499
H 13.666 -33.303 -13.658 -0.4 0.4 -0.8 0.342
H 15.715 -30.395 -14.489 0.1 -0.1 -0.2 0.398
H 15.260 -32.083 -14.899 0.0 0.2 -0.4 0.446
H 14.037 -30.760 -14.834 -0.1 -0.2 0.1 0.391
H 15.330 -29.643 -11.997 0.1 0.1 -0.2 0.388
H 13.612 -29.636 -12.406 -0.1 -0.3 -0.2 0.388
H 14.243 -30.550 -11.010 -0.3 0.0 -0.1 0.292
H 16.931 -34.840 -10.178 -0.4 0.0 -0.1 0.362
H 17.778 -33.729 -11.229 0.6 -0.5 -0.1 0.469
H 16.804 -35.030 -11.964 0.0 0.1 0.0 0.402
H 17.455 -32.043 -13.364 0.3 0.0 0.0 0.348
C 20.455 -25.272 -1.829 -1.3 -0.9 1.0 -1.429
C 19.041 -25.826 -2.272 1.4 0.3 2.8 0.216
C 17.953 -25.745 -1.181 -0.9 -0.3 -0.7 -0.792
O 16.640 -26.035 -1.809 2.1 0.3 0.4 -0.243
C 15.650 -26.338 -0.873 -1.0 0.5 0.3 -0.759
N 18.662 -25.046 -3.368 -1.3 0.3 -3.2 -0.517
H 20.439 -24.282 -1.374 -0.5 0.0 0.1 0.380
H 21.118 -25.157 -2.686 0.1 -0.6 0.1 0.402
H 20.764 -25.991 -1.071 0.9 0.2 -0.1 0.376
H 19.173 -26.899 -2.412 -0.1 0.1 -1.1 0.284
H 18.014 -24.763 -0.712 -0.6 0.3 0.0 0.347
H 18.039 -26.484 -0.384 0.6 -0.1 -0.1 0.397
H 14.790 -26.664 -1.458 -0.1 0.0 0.2 0.212
H 15.374 -25.465 -0.281 -0.2 0.4 -0.2 0.328
H 15.837 -27.079 -0.096 0.7 -0.6 -0.4 0.320
H 19.369 -25.148 -4.083 0.1 -0.2 -0.3 0.306
H 18.717 -24.056 -3.176 -0.3 0.2 0.5 0.253
C 10.259 -22.872 -5.829 -1.1 -1.4 0.3 -1.462
C 10.945 -24.152 -5.265 0.4 0.2 0.2 0.349
C 10.647 -25.404 -6.078 1.2 0.5 -0.8 -0.789
O 11.294 -26.548 -5.517 0.2 0.0 -0.2 -0.281
C 10.859 -27.822 -6.012 -0.9 0.5 0.4 -0.758
N 12.417 -23.862 -5.172 -0.5 0.0 -0.1 -0.613
H 10.713 -21.929 -5.527 0.1 -0.2 0.2 0.432
H 9.229 -22.914 -5.475 -0.1 0.4 0.0 0.384
H 10.165 -22.888 -6.915 0.4 -0.1 -0.1 0.365
H 10.606 -24.412 -4.263 0.0 0.5 0.3 0.324
H 11.102 -25.161 -7.039 0.0 -0.4 -0.6 0.290
H 9.575 -25.493 -6.252 -0.2 -0.4 0.3 0.415
H 11.153 -28.136 -7.014 0.3 0.7 -0.3 0.309
H 9.771 -27.755 -5.988 -0.2 -0.6 -0.1 0.325
H 11.212 -28.617 -5.354 -0.1 0.3 0.3 0.247
H 12.601 -23.305 -5.994 0.4 -0.3 -0.9 0.269
H 12.384 -23.075 -4.539 0.6 0.0 0.9 0.249
```
Positions in Å, forces in eV/Å.

Results
* net charge: +1
* HOMO energy: -9.8 eV
* E: -2156.29603 hartree

Formula: C17H41N7O14S
Source: OMol25
Level of theory: ωB97M-V/def2-TZVPD

Geometry as XYZ:
```
80
Properties=species:S:1:pos:R:3:forces:R:3:mulliken_charge:R:1
C 2.697 -0.366 2.358 2.5 0.8 0.5 0.076
N 3.135 0.771 3.259 -0.8 0.1 -0.2 0.985
O 3.119 1.919 2.833 0.7 -1.0 0.7 -0.538
O 3.262 0.449 4.425 0.5 0.2 -0.2 -0.565
H 1.693 -0.581 2.725 2.0 0.5 0.0 0.139
H 3.404 -1.170 2.560 -0.2 -0.1 0.1 0.461
H 2.646 -0.037 1.320 0.9 -0.8 0.7 -0.296
C 1.018 -3.701 1.585 0.2 -0.1 0.6 -0.797
N 0.729 -2.884 2.800 -1.6 0.1 4.3 0.677
O 0.458 -3.475 3.885 1.0 0.5 -3.0 -0.553
O 0.695 -1.642 2.790 0.6 -6.3 4.1 -0.311
H 0.636 -4.702 1.786 0.5 0.1 0.2 0.294
H 2.102 -3.593 1.599 0.1 -0.6 -0.8 0.325
H 0.517 -3.319 0.696 0.3 0.1 0.4 0.396
C -1.999 -2.303 3.049 -0.4 -0.4 3.3 -1.335
N -2.528 -2.685 1.761 -3.0 1.7 1.0 1.233
O -1.729 -2.903 0.911 0.9 -1.8 -1.8 -0.443
O -3.755 -2.623 1.634 1.7 -0.9 0.0 -0.632
H -1.846 -3.206 3.640 -0.3 -0.2 -0.1 0.510
H -2.674 -1.659 3.612 -0.5 -0.5 -0.4 0.552
H -1.052 -1.770 3.130 -0.8 -0.8 -0.6 0.893
C 3.714 2.907 -0.479 1.6 2.8 0.0 -0.714
C 3.736 1.555 -0.946 0.7 -0.5 -1.2 -0.337
O 2.368 1.273 -0.976 2.4 1.2 -1.3 -0.494
S 1.470 1.960 0.180 -0.5 1.9 1.6 1.417
O 1.190 1.018 1.288 2.7 9.5 -3.3 -0.219
O 0.347 2.734 -0.348 2.5 -1.1 1.5 -0.830
O 2.780 2.966 0.527 -3.1 -0.7 1.8 -0.429
H 3.374 3.632 -1.219 0.6 0.0 -0.5 0.364
H 4.700 3.140 -0.077 -0.2 0.6 0.2 0.460
H 4.286 0.891 -0.279 -0.1 -0.2 -0.1 0.366
H 4.102 1.530 -1.973 0.1 -0.4 0.1 0.402
C -0.194 -1.138 -3.633 -2.8 -3.1 -5.4 0.039
O 0.335 -0.770 -2.636 -2.7 -3.0 -13.3 -0.286
N -1.516 -1.318 -3.872 2.7 1.0 2.2 0.037
C -1.932 -1.720 -5.138 -1.2 -0.5 -2.1 -0.877
C -2.589 -0.939 -2.953 -1.0 -2.3 -1.8 -1.491
H 0.358 -1.481 -4.522 0.3 0.1 0.0 0.287
H -1.303 -2.329 -5.786 0.8 0.0 0.7 0.317
H -2.098 -0.813 -5.720 -0.8 -0.1 -0.4 0.303
H -2.813 -2.347 -5.001 -0.4 0.4 -0.3 0.305
H -2.337 -0.497 -1.989 -0.6 -2.8 -3.4 0.028
H -3.322 -0.309 -3.457 0.0 0.1 -0.2 0.413
H -3.023 -1.932 -2.839 -0.9 0.2 0.8 0.557
C 0.286 2.792 -5.399 2.6 1.7 2.8 0.097
O 1.392 3.379 -5.333 -2.2 -1.3 -1.2 -0.618
N -0.194 2.144 -4.294 -1.7 0.8 -2.6 0.383
C 0.388 2.128 -2.986 0.1 0.3 -0.7 -1.664
C -1.645 1.754 -4.340 1.9 0.2 1.6 -0.681
H -0.462 2.847 -6.204 0.5 -0.1 -0.3 0.291
H 1.448 2.370 -2.896 -0.1 -0.1 -0.9 0.300
H 0.263 1.105 -2.633 0.2 2.7 -3.6 -0.146
H -0.061 2.751 -2.212 -0.6 0.3 -0.9 0.835
H -1.604 0.684 -4.134 -0.8 0.6 -0.5 -0.124
H -2.041 2.260 -3.460 -0.6 -0.1 0.0 0.296
H -2.210 2.073 -5.216 0.5 -0.2 -0.1 0.538
C 0.173 1.241 4.795 -1.2 1.5 2.9 0.071
O 0.197 1.724 6.002 0.1 -2.2 -5.0 -0.715
N -0.929 0.699 4.186 -2.0 0.8 3.1 0.249
C -1.128 0.492 2.786 0.0 2.2 1.8 0.177
C -2.220 0.781 4.935 0.6 -0.7 0.2 -1.148
H 0.988 1.267 4.054 0.2 0.2 0.7 0.441
H -1.683 1.362 2.435 0.3 0.2 -0.7 0.409
H -1.753 -0.374 2.573 0.1 1.5 0.5 0.668
H -0.105 0.348 2.440 -2.6 1.6 1.0 -0.199
H -3.071 1.079 4.323 0.4 0.5 -0.4 0.370
H -2.507 -0.225 5.241 0.2 -0.1 0.4 0.315
H -2.120 1.416 5.815 0.1 -0.1 -0.2 0.405
C -1.850 -0.218 -0.407 2.2 0.6 3.2 0.232
O -2.732 -0.580 0.367 -0.3 0.7 -0.7 -0.675
N -0.518 -0.284 -0.122 0.7 0.2 0.2 1.227
C 0.586 0.000 -1.068 -1.4 1.5 10.7 -1.154
C 0.050 -0.849 1.151 -2.7 -1.5 -4.2 0.473
H -2.088 0.184 -1.403 1.4 3.0 3.2 0.638
H 0.677 -0.942 -1.608 3.0 -1.0 6.3 0.089
H 1.495 0.234 -0.514 -3.0 -2.4 -0.1 0.006
H 0.251 0.691 -1.841 0.8 -1.5 5.5 0.654
H 0.644 -0.124 1.707 -1.6 -3.1 -2.3 -0.542
H -0.856 -1.085 1.709 1.6 -0.7 -1.8 -2.080
H 0.778 -1.653 1.042 -0.8 0.6 -2.5 -0.105
```
Positions in Å, forces in eV/Å.

Results
* HOMO energy: -7.3 eV
* E: -2505.92562 hartree

Q: Look up the E of the second one.
A: -2156.29603 hartree